Below is a 15-piece molecular cluster, C90H225N15 overall, with properties calculated with ωB97M-V with the def2-TZVPD basis set.

Computed properties:
gap between HOMO and LUMO = 0.3148 Ha
LUMO energy = 0.021 Ha
ΔE to the lowest compared entry with this formula, charge and spin = 120.99 kJ/mol

Geometry as ORCA input:
```
! wB97M-V def2-TZVPD RIJCOSX def2/J DEFGRID3
* xyz 0 1
C -26.29918 -24.24376 2.20963
C -25.92192 -24.62575 3.64710
N -24.50284 -24.73797 3.96536
C -23.77754 -25.76052 3.19261
C -24.43647 -27.16507 3.19843
C -23.76416 -23.50783 3.97072
C -22.54566 -23.49101 4.85722
H -25.95711 -24.97964 1.49330
H -25.95571 -23.24052 2.01282
H -27.38742 -24.19220 2.11705
H -26.35380 -23.90281 4.34644
H -26.37899 -25.59373 3.89324
H -23.64860 -25.41527 2.16725
H -22.78649 -25.86589 3.61137
H -24.75207 -27.46051 4.20805
H -25.34098 -27.15430 2.57332
H -23.74897 -27.90422 2.78147
H -24.40988 -22.68022 4.30263
H -23.46878 -23.18588 2.96187
H -21.80345 -24.25642 4.59347
H -22.82215 -23.65989 5.89221
H -22.03297 -22.53707 4.70908
C -18.78219 -36.95899 6.39791
C -17.98789 -35.68753 6.17048
N -18.59318 -34.52659 6.78115
C -17.68696 -33.38875 6.98048
C -17.08912 -32.76705 5.74960
C -19.86116 -34.14051 6.10043
C -20.72909 -33.19530 6.98175
H -18.22301 -37.79644 5.97556
H -19.75976 -36.91170 5.93993
H -19.03923 -37.06394 7.44882
H -16.99839 -35.78995 6.63136
H -17.82201 -35.60451 5.08896
H -18.23751 -32.64159 7.53895
H -16.85254 -33.78672 7.54398
H -17.85413 -32.47439 5.02585
H -16.57644 -31.85827 6.10954
H -16.34868 -33.41127 5.29265
H -20.43932 -35.05587 5.97882
H -19.65826 -33.70827 5.13295
H -20.94694 -33.75773 7.89070
H -21.62654 -32.86795 6.46149
H -20.22362 -32.24164 7.21243
C -17.75386 -33.13464 1.69466
C -19.15072 -32.52396 1.76857
N -20.06191 -33.28269 2.60961
C -21.33836 -32.52192 2.78364
C -21.16515 -31.30314 3.71869
C -20.27593 -34.63420 2.14937
C -20.87839 -34.74225 0.74205
H -17.42669 -33.51644 2.65835
H -17.10784 -32.28814 1.46969
H -17.67130 -33.99164 1.03055
H -19.06527 -31.51483 2.19980
H -19.56156 -32.36120 0.77493
H -21.76467 -32.18988 1.84021
H -21.99249 -33.20799 3.31611
H -20.54671 -31.55087 4.57828
H -20.70918 -30.48325 3.15517
H -22.15128 -30.92886 4.06949
H -20.90554 -35.10609 2.90294
H -19.30689 -35.14727 2.15581
H -21.86325 -34.28469 0.73432
H -20.94906 -35.78253 0.39224
H -20.27393 -34.22403 -0.02051
C -22.80584 -31.47525 10.93451
C -21.77069 -32.47828 11.38681
N -20.51503 -31.85634 11.79765
C -20.66713 -31.07865 13.06860
C -19.60678 -30.00734 13.16069
C -19.44477 -32.85133 11.91057
C -19.00412 -33.44503 10.57445
H -22.38051 -30.81222 10.18706
H -23.11948 -30.84685 11.76539
H -23.71758 -31.97121 10.57016
H -22.21805 -33.13946 12.16740
H -21.52138 -33.15424 10.57531
H -20.58900 -31.77922 13.89832
H -21.62359 -30.57198 13.08967
H -19.61821 -29.59455 14.17228
H -19.80166 -29.17576 12.47077
H -18.58434 -30.38603 13.04193
H -18.57110 -32.41601 12.41815
H -19.75464 -33.66211 12.61375
H -19.79266 -33.96577 10.04377
H -18.71909 -32.65713 9.87026
H -18.12408 -34.04297 10.78564
C -16.73615 -30.29423 10.57706
C -16.09391 -30.30941 9.19675
N -15.57008 -29.03298 8.75135
C -16.64963 -28.14210 8.37673
C -16.23447 -26.70591 8.14293
C -14.68907 -29.23983 7.56825
C -13.32409 -29.83761 7.93319
H -16.09608 -29.78465 11.29505
H -16.81061 -31.32080 10.94933
H -17.75462 -29.91258 10.53116
H -15.27077 -31.02373 9.26997
H -16.78983 -30.71728 8.46015
H -17.12918 -28.55571 7.49407
H -17.34214 -28.11796 9.21049
H -15.65183 -26.31542 8.97940
H -15.64399 -26.53778 7.22836
H -17.13880 -26.10627 8.04723
H -14.48200 -28.26416 7.14090
H -15.19248 -29.81291 6.79005
H -12.84622 -29.20157 8.68240
H -12.71127 -30.01048 7.04154
H -13.37520 -30.80200 8.44311
C -15.44243 -28.00287 0.70373
C -16.50717 -28.23725 1.75092
N -16.17499 -27.68504 3.08043
C -16.10675 -26.22794 3.03741
C -15.53484 -25.63350 4.31681
C -17.15128 -28.08889 4.10081
C -17.11156 -29.60408 4.39496
H -14.46997 -28.39861 1.00801
H -15.33057 -26.93661 0.51760
H -15.71363 -28.51396 -0.21049
H -17.46835 -27.84454 1.43454
H -16.63354 -29.32569 1.86639
H -15.41865 -25.99867 2.21764
H -17.07552 -25.75636 2.86102
H -14.59401 -26.11472 4.59221
H -15.39446 -24.56024 4.17360
H -16.21648 -25.69773 5.15069
H -18.12454 -27.73046 3.76367
H -16.88436 -27.61703 5.04799
H -17.60464 -29.73411 5.35956
H -16.08222 -29.99658 4.33083
H -17.74614 -30.21744 3.75020
C -28.84286 -29.93337 6.89107
C -27.90156 -31.10636 6.75655
N -26.68868 -30.77903 6.01742
C -25.69216 -31.82404 6.10644
C -24.38037 -31.49852 5.38994
C -26.94591 -30.26414 4.64585
C -27.41237 -31.31915 3.60158
H -28.29500 -29.03686 7.15576
H -29.62497 -30.15030 7.63506
H -29.40183 -29.69154 5.98693
H -27.56234 -31.38596 7.76639
H -28.35810 -31.98741 6.30759
H -25.48142 -31.89192 7.17488
H -26.08538 -32.76515 5.75191
H -23.86468 -30.63666 5.82858
H -23.68145 -32.32169 5.53172
H -24.53348 -31.38947 4.31383
H -26.04500 -29.78585 4.28822
H -27.68411 -29.46115 4.70953
H -26.71595 -32.16028 3.45985
H -27.45809 -30.83367 2.62478
H -28.36914 -31.73493 3.89888
C -24.91723 -29.33633 8.94564
C -26.02906 -28.33339 8.81541
N -25.64471 -26.99332 9.23415
C -24.48760 -26.40855 8.53999
C -24.71357 -26.12845 7.06979
C -26.82081 -26.09113 9.20387
C -26.55531 -24.69291 9.74206
H -25.32168 -30.35170 8.80053
H -24.49887 -29.35568 9.95617
H -24.18741 -29.17084 8.15324
H -26.43017 -28.37856 7.79455
H -26.86116 -28.60558 9.46332
H -23.66324 -27.10686 8.66655
H -24.29544 -25.47397 9.07184
H -25.59585 -25.56213 6.86070
H -24.91906 -27.04580 6.51270
H -23.81830 -25.64328 6.62921
H -27.18369 -26.06544 8.16776
H -27.60895 -26.55013 9.81144
H -25.77079 -24.13528 9.23028
H -27.46348 -24.09702 9.64777
H -26.29321 -24.77495 10.79806
C -16.09170 -23.25457 10.64903
C -16.12566 -22.05836 9.71500
N -15.09862 -22.04384 8.66163
C -13.73095 -22.05282 9.19265
C -13.42111 -20.84685 10.06924
C -15.30062 -23.04140 7.62128
C -16.62716 -22.88351 6.87281
H -15.23159 -23.18493 11.31789
H -16.10605 -24.19782 10.10561
H -16.95220 -23.26854 11.29353
H -17.09197 -21.93612 9.22302
H -15.98653 -21.16818 10.33228
H -13.60162 -22.95790 9.79868
H -13.08768 -22.01458 8.31005
H -12.34869 -20.81472 10.21772
H -13.73474 -19.90372 9.61257
H -13.91237 -20.90421 11.02875
H -15.30940 -24.04426 8.01387
H -14.44651 -22.88758 6.96004
H -16.71837 -21.87582 6.47856
H -17.49625 -22.97852 7.53169
H -16.73809 -23.65653 6.11376
C -19.50164 -20.93016 4.96400
C -20.34208 -19.69263 5.10698
N -20.30890 -18.87652 3.86689
C -18.95491 -18.56233 3.40957
C -18.18192 -17.65366 4.36168
C -21.21617 -17.74935 3.99155
C -21.32658 -16.97470 2.66365
H -18.43169 -20.74193 4.73524
H -19.82473 -21.54097 4.13321
H -19.51228 -21.44106 5.93277
H -21.38580 -19.95678 5.34536
H -20.02741 -19.11245 6.00300
H -18.43618 -19.48140 3.18746
H -19.06878 -18.04187 2.45492
H -18.64910 -16.69388 4.57827
H -18.04399 -18.19043 5.29505
H -17.20301 -17.45825 3.88994
H -20.93710 -17.10194 4.82419
H -22.20986 -18.16020 4.20757
H -20.39060 -16.49304 2.37189
H -22.10027 -16.22139 2.80199
H -21.55465 -17.67986 1.86731
C -20.35019 -23.25860 9.67591
C -20.32751 -23.01900 11.19116
N -21.11776 -21.89119 11.71391
C -22.57909 -21.99801 11.48790
C -23.19264 -23.19072 12.21357
C -20.60133 -20.57762 11.35387
C -19.19241 -20.35546 11.88644
H -19.65992 -24.08632 9.51097
H -20.10789 -22.40931 9.02759
H -21.31948 -23.59587 9.31435
H -20.69945 -23.89591 11.72357
H -19.29888 -22.85618 11.51939
H -23.03275 -21.10513 11.90041
H -22.78194 -22.04339 10.42530
H -22.77120 -24.14100 11.89377
H -22.96207 -23.18835 13.28369
H -24.28149 -23.11612 12.09477
H -21.30740 -19.84826 11.76502
H -20.61366 -20.45909 10.26649
H -18.50563 -21.10125 11.53094
H -19.25535 -20.37342 12.97225
H -18.82453 -19.36034 11.60128
C -25.88210 -28.57713 13.37820
C -24.78769 -27.99613 14.29565
N -23.49068 -28.03023 13.69447
C -22.39745 -27.68535 14.59622
C -22.35366 -26.21012 15.09357
C -23.43649 -27.15202 12.51354
C -22.17535 -27.32394 11.69290
H -26.04285 -27.86541 12.55299
H -26.85957 -28.59174 13.84167
H -25.57856 -29.51222 12.92293
H -25.06660 -26.99947 14.65906
H -24.75404 -28.60123 15.20617
H -21.44499 -28.04347 14.18569
H -22.54208 -28.32160 15.48842
H -21.95061 -25.54825 14.32912
H -21.77550 -26.13761 16.01947
H -23.32913 -25.74897 15.20113
H -24.25998 -27.42255 11.86219
H -23.60519 -26.11860 12.82610
H -21.99214 -28.35530 11.42969
H -22.23672 -26.75267 10.76077
H -21.27502 -26.99944 12.24107
C -18.31021 -25.75383 -1.41958
C -19.24161 -26.93775 -1.66153
N -19.56617 -27.68616 -0.43868
C -20.50984 -27.00146 0.39717
C -20.71503 -27.52538 1.79221
C -20.02217 -29.06341 -0.77889
C -18.84042 -29.97200 -1.20576
H -18.81534 -24.92008 -0.95433
H -17.93790 -25.33824 -2.35646
H -17.48518 -26.08744 -0.79918
H -20.16802 -26.61920 -2.13252
H -18.79788 -27.62838 -2.38631
H -20.13612 -25.99191 0.54375
H -21.42804 -26.89718 -0.19204
H -19.76548 -27.76116 2.28534
H -21.27940 -26.77290 2.35342
H -21.35679 -28.41304 1.89693
H -20.70862 -28.96580 -1.62691
H -20.53386 -29.50466 0.08223
H -19.08783 -31.03767 -1.14378
H -18.06676 -29.78268 -0.45739
H -18.47291 -29.79737 -2.22898
C -17.07408 -27.62387 15.03267
C -16.67625 -26.38045 14.25949
N -17.76689 -25.50564 13.82654
C -18.39282 -24.90549 15.01049
C -19.24799 -23.69526 14.59795
C -18.76396 -26.20709 13.01377
C -18.18966 -26.63876 11.68527
H -17.66180 -28.34353 14.46709
H -17.64648 -27.37943 15.92354
H -16.18535 -28.17633 15.32957
H -16.01273 -25.76436 14.84677
H -16.12115 -26.68375 13.36685
H -18.97916 -25.65337 15.54559
H -17.64123 -24.53632 15.70478
H -18.61486 -23.06532 13.96821
H -20.15217 -24.00248 14.09667
H -19.46179 -23.03066 15.44085
H -19.56739 -25.48688 12.81119
H -19.16159 -27.08735 13.52221
H -19.01555 -26.96608 11.05001
H -17.48189 -27.46581 11.75884
H -17.60688 -25.83803 11.25742
C -20.18666 -29.47753 8.49023
C -20.46238 -27.98303 8.29429
N -20.01236 -27.49188 6.98827
C -20.54878 -28.29494 5.88639
C -22.05776 -28.12142 5.71014
C -20.13154 -26.04950 6.91603
C -19.52648 -25.49563 5.60357
H -20.26034 -29.72576 9.55439
H -19.16123 -29.65668 8.19951
H -20.88896 -30.10832 7.94970
H -21.53811 -27.77015 8.41010
H -19.91265 -27.45740 9.08691
H -20.08132 -27.92274 4.98196
H -20.29888 -29.32654 6.07862
H -22.38427 -27.11854 5.50787
H -22.34910 -28.80440 4.90392
H -22.58485 -28.41870 6.61752
H -19.61682 -25.62478 7.79171
H -21.16421 -25.71531 7.07036
H -19.59224 -24.42012 5.52995
H -19.90922 -25.96456 4.68130
H -18.47527 -25.76153 5.62979
*
```

Results of the Mulliken charge analysis, in e, for atoms 1 through 5:
1. C -1.404
2. C -0.844
3. N 1.104
4. C 0.602
5. C -0.722